# 1
{"formula": "C25H44N11O2Ru", "method": "the ωB97M-V functional and the def2-TZVPD basis", "symbols": ["Ru", "C", "N", "C", "N", "C", "N", "C", "N", "C", "C", "H", "H", "H", "H", "H", "H", "H", "H", "H", "H", "H", "H", "O", "C", "O", "H", "N", "C", "C", "C", "C", "C", "C", "C", "N", "C", "C", "N", "C", "H", "H", "H", "H", "H", "H", "H", "C", "C", "C", "C", "N", "N", "H", "H", "H", "H", "H", "H", "H", "H", "H", "H", "H", "H", "C", "C", "C", "C", "N", "N", "H", "H", "H", "H", "H", "H", "H", "H", "H", "H", "H", "H"], "xyz": [[-0.80, -0.58, 0.74], [0.76, -3.10, -0.05], [1.93, -3.94, -0.01], [2.25, -4.26, 1.38], [2.51, -3.05, 2.15], [1.35, -2.20, 2.13], [0.97, -1.80, 0.70], [2.20, -1.13, 0.14], [3.35, -1.99, 0.16], [3.07, -3.22, -0.59], [3.65, -2.35, 1.55], [-0.09, -3.62, 0.40], [0.52, -2.85, -1.08], [3.12, -4.91, 1.41], [1.40, -4.80, 1.83], [1.54, -1.28, 2.68], [0.51, -2.73, 2.57], [2.38, -0.25, 0.75], [2.00, -0.84, -0.89], [3.95, -3.86, -0.58], [2.85, -2.96, -1.63], [3.86, -1.44, 2.12], [4.53, -2.99, 1.58], [-1.36, -1.11, 2.68], [-2.06, -2.06, 2.21], [-1.99, -2.26, 0.96], [-2.68, -2.69, 2.86], [1.71, -1.81, -9.64], [1.26, -1.63, -8.61], [0.69, -1.41, -7.30], [0.96, -2.31, -6.27], [0.41, -2.09, -5.02], [-0.38, -0.98, -4.81], [-0.65, -0.07, -5.83], [-0.12, -0.30, -7.08], [-0.93, -0.74, -3.51], [-2.25, -0.49, -3.21], [-2.31, -0.35, -1.86], [-1.04, -0.51, -1.32], [-0.24, -0.76, -2.36], [1.57, -3.18, -6.46], [0.57, -2.81, -4.22], [-1.27, 0.80, -5.64], [-0.32, 0.39, -7.89], [-3.01, -0.46, -3.96], [-3.19, -0.21, -1.26], [0.82, -0.92, -2.35], [2.85, 2.61, 0.93], [1.89, 2.47, 2.11], [2.67, 2.22, 3.39], [1.02, 3.71, 2.24], [1.06, 1.23, 1.94], [0.20, 1.26, 0.78], [3.55, 3.41, 1.13], [2.33, 2.88, 0.00], [3.43, 1.70, 0.76], [3.27, 3.10, 3.64], [3.34, 1.37, 3.29], [2.00, 2.04, 4.23], [1.64, 4.60, 2.38], [0.35, 3.63, 3.10], [0.42, 3.90, 1.34], [0.41, 1.21, 2.73], [0.78, 1.48, -0.02], [-0.50, 2.00, 0.91], [-3.52, 3.48, 1.01], [-3.44, 2.59, 2.24], [-3.04, 3.41, 3.46], [-4.76, 1.88, 2.50], [-2.31, 1.63, 2.06], [-2.51, 0.69, 0.99], [-4.22, 4.30, 1.18], [-3.89, 2.95, 0.13], [-2.54, 3.91, 0.78], [-3.83, 4.12, 3.71], [-2.13, 3.98, 3.27], [-2.89, 2.78, 4.34], [-5.55, 2.61, 2.67], [-4.71, 1.24, 3.39], [-5.09, 1.27, 1.65], [-2.22, 1.06, 2.90], [-2.69, 1.25, 0.16], [-3.36, 0.14, 1.15]], "lowdin_charge": [1.3986, -0.1585, -0.0743, -0.1314, -0.0724, -0.1542, -0.1660, -0.1807, -0.0707, -0.1385, -0.1330, 0.1220, 0.1090, 0.1402, 0.1387, 0.1182, 0.1188, 0.0879, 0.1008, 0.1398, 0.1301, 0.1328, 0.1403, -0.1403, -0.4073, -0.1169, 0.1628, 0.1997, -0.1591, -0.2007, 0.0078, 0.0043, -0.1882, 0.0099, 0.0107, 0.0039, 0.0081, -0.0967, -0.0663, -0.1162, 0.1345, 0.1210, 0.1272, 0.1356, 0.1485, 0.1064, 0.1247, -0.0319, -0.6148, -0.0241, -0.0328, -0.0389, -0.0691, 0.1048, 0.0829, 0.0828, 0.1024, 0.0861, 0.0932, 0.1028, 0.0821, 0.0761, 0.1085, 0.1023, 0.0744, -0.0308, -0.6196, -0.0253, -0.0301, -0.0464, -0.0609, 0.1044, 0.0802, 0.0850, 0.1029, 0.0771, 0.0948, 0.1028, 0.0962, 0.0780, 0.1060, 0.0814, 0.1062], "energy_ev": -49693.298, "homo_energy_ev": [-14.2, -14.2], "multiplicity": 2, "e_above_lowest_ev": 0.000, "orbital_gap_ha": [0.31778, 0.23841], "molar_mass_da": 631.77, "total_charge": 2, "lumo_energy_ev": [-5.508, -7.673]}

***

# 2
{"formula": "C18H38BeCl4N2O18", "method": "the ωB97M-V functional and the def2-TZVPD basis", "symbols": ["Be", "Cl", "O", "O", "O", "O", "Cl", "O", "O", "O", "O", "Cl", "O", "O", "O", "O", "Cl", "O", "O", "O", "O", "C", "C", "C", "C", "C", "C", "N", "O", "C", "C", "C", "H", "H", "H", "H", "H", "H", "H", "H", "H", "H", "H", "H", "H", "H", "H", "H", "H", "H", "H", "C", "C", "C", "C", "C", "C", "N", "O", "C", "C", "C", "H", "H", "H", "H", "H", "H", "H", "H", "H", "H", "H", "H", "H", "H", "H", "H", "H", "H", "H"], "xyz": [[-0.56, 1.12, -0.11], [1.84, 3.68, -2.55], [3.23, 3.30, -2.46], [1.64, 4.91, -1.83], [1.44, 3.85, -3.91], [1.02, 2.63, -1.94], [-1.95, 0.90, -4.10], [-2.35, -0.42, -4.55], [-3.00, 1.85, -4.30], [-1.59, 0.72, -2.69], [-0.81, 1.36, -4.85], [-4.05, -0.15, 0.30], [-4.91, -0.83, 1.23], [-4.06, 1.28, 0.49], [-2.66, -0.56, 0.54], [-4.42, -0.53, -1.03], [-2.35, 4.68, -1.29], [-1.72, 4.67, -2.57], [-3.73, 4.33, -1.34], [-1.72, 3.70, -0.39], [-2.19, 6.01, -0.75], [-1.63, 2.92, 2.68], [-1.05, 1.74, 3.48], [-2.30, 1.00, 3.96], [-1.98, -0.36, 4.58], [-1.13, -1.18, 3.63], [0.06, -0.47, 2.96], [-0.31, 0.88, 2.53], [0.83, 1.57, 2.02], [1.21, -0.52, 3.99], [0.49, -1.30, 1.75], [-0.27, 2.44, 4.61], [-2.19, 3.63, 3.28], [-2.19, 2.59, 1.80], [-0.82, 3.54, 2.28], [-2.90, 1.60, 4.65], [-2.93, 0.77, 3.10], [-2.90, -0.92, 4.77], [-1.48, -0.19, 5.54], [-1.81, -1.56, 2.86], [-0.80, -2.11, 4.10], [1.41, -1.58, 4.15], [2.15, -0.04, 3.72], [0.89, -0.03, 4.92], [0.80, -2.33, 1.88], [-0.42, -1.39, 1.14], [1.24, -0.80, 1.13], [0.69, 2.80, 4.22], [0.00, 1.81, 5.47], [-0.73, 3.33, 5.02], [1.33, 1.73, 2.83], [-0.16, -2.79, -3.16], [0.64, -2.92, -1.84], [1.72, -4.01, -1.95], [2.91, -3.56, -2.78], [3.53, -2.33, -2.13], [2.56, -1.16, -2.04], [1.26, -1.62, -1.50], [0.35, -0.57, -1.53], [3.11, -0.05, -1.15], [2.42, -0.54, -3.45], [-0.34, -3.36, -0.76], [-0.76, -3.71, -3.24], [-0.96, -2.04, -3.11], [0.35, -2.60, -4.09], [2.11, -4.19, -0.94], [1.38, -4.95, -2.38], [3.63, -4.34, -3.03], [2.61, -3.23, -3.78], [4.43, -2.01, -2.66], [4.02, -2.54, -1.16], [2.53, 0.87, -1.30], [4.10, 0.25, -1.49], [3.09, -0.23, -0.07], [1.82, 0.37, -3.52], [1.90, -1.27, -4.06], [3.39, -0.30, -3.90], [0.14, -3.55, 0.20], [-1.21, -2.70, -0.66], [-0.82, -4.30, -1.04], [-0.09, -0.67, -2.40]], "lowdin_charge": [1.1605, 0.6313, -0.3871, -0.3533, -0.3299, -0.4262, 0.6552, -0.3824, -0.3207, -0.4110, -0.3452, 0.6422, -0.3630, -0.3419, -0.4260, -0.3146, 0.6406, -0.3222, -0.3459, -0.4233, -0.3706, -0.0371, -0.4875, -0.1199, -0.1704, -0.1361, -0.4978, -0.0583, -0.0256, -0.0200, -0.0433, -0.0263, 0.0973, 0.0607, 0.0904, 0.1293, 0.1147, 0.1148, 0.1005, 0.1175, 0.1216, 0.0859, 0.0839, 0.0659, 0.0907, 0.0496, 0.0637, 0.0827, 0.0689, 0.0904, 0.0820, -0.0112, -0.4757, -0.1340, -0.1862, -0.1524, -0.4889, -0.0694, -0.0610, -0.0320, 0.0000, -0.0352, 0.0907, 0.0750, 0.0816, 0.1178, 0.1209, 0.1062, 0.1014, 0.1154, 0.1160, 0.0491, 0.0934, 0.0720, 0.0876, 0.0615, 0.0935, 0.0667, 0.0874, 0.0881, 0.0670], "energy_ev": -109575.376, "homo_energy_ev": -3.7, "e_above_lowest_ev": 0.000, "orbital_gap_ha": 0.19927, "molar_mass_da": 721.32, "total_charge": -2, "lumo_energy_ev": 1.695}

***

# 3
{"formula": "C4H9N2O2", "method": "the ωB97M-V functional and the def2-TZVPD basis", "symbols": ["C", "C", "C", "C", "N", "N", "O", "O", "H", "H", "H", "H", "H", "H", "H", "H", "H"], "xyz": [[-1.17, 0.17, -0.57], [2.00, 0.48, -0.33], [2.30, 1.84, -0.03], [-3.38, -0.64, 0.34], [2.39, -0.72, -0.21], [-1.90, -0.76, 0.02], [3.53, -1.12, -0.44], [1.44, -1.69, 0.18], [-1.58, 1.22, -0.87], [3.37, 2.15, 0.00], [2.04, 2.11, 1.06], [1.79, 2.64, -0.71], [-3.54, -0.67, 1.39], [-3.65, 0.46, 0.14], [-4.00, -1.24, -0.27], [1.93, -2.55, 0.36], [-1.56, -1.68, -0.06]], "lowdin_charge": [0.2243, 0.0507, -0.0687, 0.0029, -0.3361, -0.0331, 0.0660, 0.0427, 0.1202, 0.1144, 0.1243, 0.1204, 0.0851, 0.1175, 0.0846, 0.1656, 0.1190], "energy_ev": -11352.451, "homo_energy_ev": [-12.6, -13.0], "e_above_lowest_ev": 10.516, "orbital_gap_ha": [0.20969, 0.28878], "molar_mass_da": 117.13, "total_charge": 1, "lumo_energy_ev": [-6.859, -5.144]}